#1
Entry from the OMol25 dataset: C2H3NO3 as an isolated structure (the ωB97M-V functional and the def2-TZVPD basis).

Geometry (Å):
C1 1.78428 0.49181 0.08764
C2 -1.79982 -0.43768 -0.13660
H1 2.00893 1.57156 -0.17464
H2 -0.15794 1.28555 0.73792
H3 -2.36071 -1.49354 -0.40833
N1 0.31696 0.43078 -0.16999
O1 2.49953 -0.49717 -0.09017
O2 -0.54304 -0.70058 0.28594
O3 -2.15846 0.60977 -0.02968

Molecular weight, g/mol: 89.05
Orbital gap, eV: 11.00



#2
Entry from the OMol25 dataset: one molecule with the formula C2H3NO3 (the ωB97M-V functional and the def2-TZVPD basis).

Geometry (Å):
O1 1.79374 0.67049 0.45903
C1 1.43384 -0.34682 1.06112
O2 0.39731 -1.10180 0.64112
C2 -0.50958 -0.61127 -0.18009
N1 -0.79666 0.65886 -0.50836
O3 -1.95691 0.83795 -1.37065
H1 2.06132 -0.78411 1.97986
H2 -1.22117 -1.45845 -0.71153
H3 -2.68219 0.12604 -0.83205

Structure (SMILES): O=CO/C=N/O
Molecular weight, g/mol: 89.05
Orbital gap, eV: 10.32



#3
Entry from the OMol25 dataset: one molecule with the formula C2H3NO3 (the ωB97M-V functional and the def2-TZVPD basis).

Geometry (Å):
N1 -1.59550 0.26784 -1.86864
C1 -0.95634 0.01758 -0.93665
C2 0.00408 -0.21805 0.13768
O1 1.00277 -1.21429 0.05908
O2 -0.64843 -0.22379 1.37258
O3 0.76751 1.34283 0.04896
H1 1.46614 -1.35616 -0.75874
H2 0.00051 -0.53259 2.03175
H3 -0.04073 1.91664 -0.08602

Structure (SMILES): N#CC(O)(O)O
Molecular weight, g/mol: 89.05
Orbital gap, eV: 11.46



Verdict on stability: #1 comes out at the bottom.



#1
Entry from the OMol25 dataset: a 2-piece molecular cluster, C2H3NO3 overall (the ωB97M-V functional and the def2-TZVPD basis).

Geometry (Å):
O1 -2.13780 -0.56314 -2.23316
C1 -2.68083 0.42367 -2.04756
O2 -3.28145 1.40232 -2.02344
C2 0.01996 -0.08021 0.30984
N1 -1.26083 -0.39930 0.80078
O3 -2.37208 0.05775 0.54596
H1 0.45256 -0.97003 -0.09470
H2 0.71968 0.27837 1.16867
H3 0.06626 0.59788 -0.49840

Structure (SMILES): O=C=O.CN=O
Molecular weight, g/mol: 89.05
Orbital gap (alpha / beta), eV: 8.68 / 8.68



#2
Entry from the OMol25 dataset: a 2-piece molecular cluster, C2H3NO3 overall (the ωB97M-V functional and the def2-TZVPD basis).

Geometry (Å):
O1 2.96885 0.15885 0.09475
N1 1.83746 -0.02273 0.21872
O2 1.20024 -1.01023 0.51899
O3 1.09271 1.14145 -0.00046
H1 0.16878 0.88059 -0.14511
C1 -2.10470 0.19851 -0.46146
C2 -1.53729 -0.70202 0.13204
H2 -2.80706 0.76441 -0.74552
H3 -0.81900 -1.40883 0.38804

Structure (SMILES): O=[N+]([O-])O.C#C
Molecular weight, g/mol: 89.05
Orbital gap, eV: 11.68



Verdict on stability: #2 comes out at the bottom.



#1
Entry from the OMol25 dataset: an isolated ion of composition C7H13N2O and charge +1 (the ωB97M-V functional and the def2-TZVPD basis).

Geometry (Å):
C1 2.04151 1.67596 0.15776
C2 0.93463 0.75109 0.17846
N1 -0.01485 0.80113 -0.72420
C3 -1.25365 0.05132 -0.65293
C4 -2.28216 0.98045 0.01620
C5 -0.90836 -1.16045 0.28267
C6 0.18126 -2.10503 -0.32857
O1 1.39438 -1.46220 -0.67650
N2 -0.28037 -0.75146 1.53029
C7 0.69444 0.04597 1.44778
H1 2.39949 1.94183 -0.89359
H2 2.84280 1.11176 0.54984
H3 1.81768 2.49126 0.73015
H4 0.04868 1.49731 -1.45835
H5 -1.67152 -0.45498 -1.66572
H6 -3.39785 0.72084 -0.20743
H7 -1.95769 1.91753 -0.37264
H8 -2.21800 1.02701 1.04266
H9 -1.79914 -1.84891 0.63579
H10 0.20579 -2.91715 0.51091
H11 -0.08194 -2.46873 -1.33713
H12 2.01901 -2.11743 -1.11873
H13 1.28587 0.27289 2.35330

Total charge: +1
Structure (SMILES): CC1=[NH+][C@H](C)[C@@H](CO)N=C1
Molecular weight, g/mol: 141.19
Orbital gap, eV: 9.21



#2
Entry from the OMol25 dataset: a 2-piece molecular cluster, C7H13N2O overall (the ωB97M-V functional and the def2-TZVPD basis).

Geometry (Å):
C1 -1.89567 -1.95713 0.50257
C2 -1.16729 -0.76956 0.70792
C3 -2.93544 -1.56601 -0.30848
C4 -1.82119 0.23444 0.02775
C5 -1.55942 1.74384 0.12674
C6 1.87716 0.92081 0.27063
C7 1.89785 0.18884 -1.02818
N1 1.13549 -0.77751 -1.26513
N2 3.10501 0.52526 0.92899
O1 -2.89759 -0.23320 -0.56800
H1 -1.53430 -2.94547 0.60106
H2 -0.38124 -0.68013 1.44740
H3 -3.84793 -2.12220 -0.81176
H4 -2.46064 2.38409 0.22117
H5 -0.75590 1.93287 -0.67960
H6 1.86941 1.96045 0.27673
H7 0.95427 0.69098 0.94264
H8 2.79983 0.40683 -1.70386
H9 0.18065 -0.97493 -0.86507
H10 1.28773 -1.48678 -2.11089
H11 3.23505 -0.27203 1.53354
H12 -0.99288 1.74668 1.09838
H13 3.90701 1.04987 0.65544

Total charge: +1
Molecular weight, g/mol: 141.19
Orbital gap, eV: 7.77



#3
Entry from the OMol25 dataset: an isolated ion of composition C7H13N2O and charge +1 (the ωB97M-V functional and the def2-TZVPD basis).

Geometry (Å):
C1 2.61721 0.42540 -0.13756
C2 0.92092 -1.33966 0.39028
C3 -0.06904 -0.30747 0.96942
C4 2.27950 -0.87294 -0.03220
C5 -0.89638 0.65575 0.05624
C6 -2.34958 0.69867 0.54234
C7 -0.85696 0.29296 -1.44580
N1 1.96114 1.63913 0.13168
N2 -0.45762 2.01955 0.13518
O1 0.73691 2.33456 0.14294
H1 3.63292 0.65896 -0.43468
H2 1.07935 -2.09508 1.16478
H3 0.46444 -1.86819 -0.45019
H4 -0.82439 -0.89855 1.49158
H5 0.43126 0.27880 1.74660
H6 3.00362 -1.61972 -0.31383
H7 -2.83681 -0.25878 0.38221
H8 -2.90408 1.46283 0.00604
H9 -2.37478 0.93915 1.60255
H10 -1.33089 -0.67288 -1.58980
H11 0.16288 0.25920 -1.82833
H12 -1.41528 1.02957 -2.01823
H13 2.61902 2.41186 0.18434

Total charge: +1
Molecular weight, g/mol: 141.19
Orbital gap (alpha / beta), eV: 7.13 / 7.12



Verdict on stability: #3 comes out at the bottom.



#1
Entry from the OMol25 dataset: a 2-piece molecular cluster, C2H6ClOPS overall (the ωB97M-V functional and the def2-TZVPD basis).

Geometry (Å):
C1 0.82924 0.09794 -0.74746
C2 0.26642 0.38242 0.55006
O1 -3.30259 -1.86363 -0.10336
P1 -1.96920 -0.98735 -0.63099
S1 -1.21570 -0.49583 1.14896
Cl1 -1.79249 2.68499 0.10631
H1 1.82580 0.46218 -0.72815
H2 0.83988 -0.94436 -1.17314
H3 0.30708 0.76298 -1.46695
H4 -0.14233 1.38260 0.51719
H5 0.92062 0.17214 1.33130
H6 -3.44255 -1.67949 0.87484

Molecular weight, g/mol: 144.56
Orbital gap, eV: 5.52



#2
Entry from the OMol25 dataset: a 2-piece molecular cluster, C2H6ClOPS overall (the ωB97M-V functional and the def2-TZVPD basis).

Geometry (Å):
C1 -2.27014 0.28419 -0.16667
C2 1.83122 -1.84995 0.09957
O1 -1.56936 1.14879 0.71169
P1 2.51281 0.97869 -0.60978
S1 1.86205 -0.37882 0.81167
Cl1 2.50858 2.73779 0.33170
H1 -1.43202 -0.29405 -0.87862
H2 -3.05107 0.78753 -0.69146
H3 -2.90682 -0.40240 0.46123
H4 1.54628 -2.77184 0.64116
H5 2.11256 -2.06617 -0.83613
H6 -1.14408 1.82625 0.12561

Molecular weight, g/mol: 144.56
Orbital gap (alpha / beta), eV: 6.86 / 7.42



Verdict on stability: #2 comes out at the bottom.